This record from OMol25 describes one molecule with the formula C3H7ClN2Si. The level of theory is wB97M-V/def2-TZVPD.

```
! wB97M-V def2-TZVPD RIJCOSX def2/J DEFGRID3
* xyz 0 1
C 0.70095 0.00224 2.47482
C -0.36686 -0.50424 2.00532
C -0.55650 0.32025 -2.31099
N 1.22729 1.33784 0.05312
N -0.93199 -0.36495 0.71153
Si 0.34113 0.04762 -0.65726
Cl 1.21372 -1.59374 -0.93103
H 1.25498 0.75890 3.01248
H -1.15425 -1.01474 2.49900
H 2.09494 1.13884 0.65823
H -1.01828 1.25688 -2.54181
H 0.21879 0.01800 -3.06845
H -1.38782 -0.33769 -2.45388
H -1.63611 -1.06521 0.54889
*
```

For the energy relative to the best compared isomer or geometry (same formula, charge and spin), the calculation gives 133.98 kcal per mole. The calculation puts the HOMO energy (alpha / beta) at -8.63 / -8.63 eV. The value obtained for the LUMO energy (alpha / beta) is -1.673 / -1.672 eV. The HOMO-LUMO gap (alpha / beta) is 6.954 / 6.957 eV.